## a
DFT (ωB97M-V/def2-TZVPD) results for one molecule with the formula C5H10N4.

ORCA input file:
```
! wB97M-V def2-TZVPD RIJCOSX def2/J DEFGRID3
* xyz 0 1
C 2.702 0.476 0.220
C 1.897 0.646 -1.052
C 0.500 -0.126 -0.999
C -1.557 -0.078 0.516
C -3.380 0.173 1.880
H 2.757 -0.659 0.358
H 2.059 0.765 1.036
H 3.728 1.007 0.295
H 2.376 0.136 -1.908
H 1.775 1.696 -1.425
H 0.175 -0.237 -2.095
H 0.812 -1.141 -0.669
H -0.224 1.372 0.400
H -2.749 -1.741 0.720
H -1.879 -1.759 -0.868
N -0.543 0.568 -0.157
N -1.930 -1.362 0.096
N -2.067 0.529 1.565
N -4.451 -0.265 2.088
*
```

Results
HOMO-LUMO gap in eV: 9.8199
HOMO in eV: -9.23
SMILES string: CCCN/C(N)=N/C#N

---

## b
DFT (ωB97M-V/def2-TZVPD) results for one molecule with the formula C5H10N4.

ORCA input file:
```
! wB97M-V def2-TZVPD RIJCOSX def2/J DEFGRID3
* xyz 0 1
C 0.283 0.545 0.242
C 1.064 0.142 -0.826
C -0.977 -0.036 0.625
N 0.899 1.500 1.124
N 0.598 -0.298 -2.039
N 2.391 0.548 -0.848
C -1.371 -1.385 0.149
C -1.674 0.407 1.704
N -1.153 -1.975 -0.955
H 0.404 2.388 1.097
H 0.917 1.180 2.087
H -0.245 -0.873 -1.958
H 1.298 -0.742 -2.616
H 2.620 1.165 -0.079
H 2.741 0.878 -1.735
H -1.718 -2.805 -1.118
H -2.145 -1.795 0.814
H -1.382 1.268 2.281
H -2.552 -0.111 2.052
*
```

Results
HOMO-LUMO gap in eV: 7.7306
HOMO in eV: -6.97
SMILES string: [H]/N=C/C(=C)C(N)=C(N)N

---

## c
DFT (ωB97M-V/def2-TZVPD) results for one molecule with the formula C5H10N4.

ORCA input file:
```
! wB97M-V def2-TZVPD RIJCOSX def2/J DEFGRID3
* xyz 0 1
C 0.388 2.075 -0.298
C 2.242 0.548 0.047
C -1.312 0.062 -1.035
C -1.124 0.274 1.391
C -0.408 -0.116 0.074
N 0.053 3.185 -0.408
N 2.979 1.572 0.126
N 2.675 -0.705 0.009
N 0.702 0.819 -0.114
H -2.056 -0.642 -1.062
H -1.837 1.044 -0.909
H -0.885 -0.044 -2.005
H -1.310 1.377 1.447
H -0.539 -0.109 2.262
H -2.116 -0.198 1.482
H -0.026 -1.050 0.167
H 2.545 2.491 0.009
H 3.661 -0.953 0.063
H 1.883 -1.406 -0.253
*
```

Results
HOMO-LUMO gap in eV: 9.7302
HOMO in eV: -9.22
SMILES string: [H]/N=C(/N)N(C#N)C(C)C

---

Least stable = c

---

## a
DFT (ωB97M-V/def2-TZVPD) results for one molecule with the formula C6H9NO2.

ORCA input file:
```
! wB97M-V def2-TZVPD RIJCOSX def2/J DEFGRID3
* xyz 0 1
C 0.407 -0.590 -0.710
C -0.133 -1.478 0.341
C 1.777 -0.010 -0.422
N -0.667 0.661 -0.901
C -0.779 -0.701 1.656
C -0.988 1.298 0.229
C -1.066 0.673 1.441
O -0.368 1.516 -1.982
O -1.020 -1.381 2.624
H -0.966 1.255 -2.698
H 0.363 -1.039 -1.705
H 0.618 -2.154 0.773
H -0.985 -2.059 -0.026
H -1.161 2.367 0.143
H -1.368 1.243 2.310
H 2.042 0.727 -1.189
H 1.781 0.482 0.551
H 2.515 -0.809 -0.434
*
```

Results
HOMO-LUMO gap in eV: 9.0972
HOMO in eV: -8.54
SMILES string: C[C@H]1CC(=O)C=CN1O

---

## b
DFT (ωB97M-V/def2-TZVPD) results for one molecule with the formula C6H9NO2.

ORCA input file:
```
! wB97M-V def2-TZVPD RIJCOSX def2/J DEFGRID3
* xyz 0 1
C 1.732 -1.648 -0.259
C 1.517 0.793 -0.578
C -1.287 0.288 -0.413
C 1.079 -0.309 -0.047
N -0.331 0.453 1.882
C -0.290 -0.264 0.644
C -1.603 1.567 -0.572
O -1.925 -0.728 -1.059
O 1.997 1.794 -0.956
H -2.612 -0.371 -1.637
H 0.228 0.022 2.608
H -0.100 1.432 1.775
H -0.608 -1.294 0.828
H 2.659 -1.538 -0.817
H 1.955 -2.114 0.701
H 1.067 -2.308 -0.816
H -2.400 1.878 -1.229
H -1.078 2.347 -0.055
*
```

Results
HOMO-LUMO gap in eV: 9.0611
HOMO in eV: -8.31
SMILES string: C=C(O)[C@H](N)C(C)=C=O

---

## c
DFT (ωB97M-V/def2-TZVPD) results for one molecule with the formula C6H9NO2.

ORCA input file:
```
! wB97M-V def2-TZVPD RIJCOSX def2/J DEFGRID3
* xyz 0 1
O -1.889 1.827 -0.773
C -1.348 1.452 0.242
C -1.036 0.021 0.554
C -1.135 -1.040 -0.554
C 0.226 -1.609 -0.098
C 0.460 -0.375 0.816
C 1.518 0.589 0.341
N 1.659 0.854 -0.970
H -1.084 2.180 1.042
H -1.630 -0.233 1.446
H -1.997 -1.716 -0.504
H -1.105 -0.590 -1.556
H 0.126 -2.524 0.497
H 0.974 -1.779 -0.884
H 0.690 -0.585 1.865
O 1.928 1.552 1.031
H 1.599 0.064 -1.599
H 2.044 1.914 -0.897
*
```

Results
HOMO-LUMO gap in eV: 10.4222
HOMO in eV: -9.72
SMILES string: NC(=O)[C@@H]1CC[C@@H]1C=O

---

Least stable = a

---

## a
DFT (ωB97M-V/def2-TZVPD) results for C6H9NO2 as an isolated structure.

ORCA input file:
```
! wB97M-V def2-TZVPD RIJCOSX def2/J DEFGRID3
* xyz 0 1
C 0.395 1.727 0.810
C 0.437 0.755 -0.483
C 1.636 -1.310 -0.113
C 0.091 -1.512 0.012
C -0.633 -0.426 -0.230
C -2.003 -0.191 -0.243
H 0.803 1.095 1.955
H -0.541 2.450 0.646
H 1.300 2.439 0.704
H 0.114 1.439 -1.529
H 1.758 0.091 -1.767
H 2.281 -1.515 1.084
H 2.201 -1.846 -0.663
H -0.334 -2.355 0.383
H -3.784 -0.605 0.337
N 1.645 0.044 -0.532
O -2.766 -1.088 0.406
O -2.600 0.809 -0.779
*
```

Results
HOMO-LUMO gap in eV: 9.2012
HOMO in eV: -9.06

---

## b
DFT (ωB97M-V/def2-TZVPD) results for a 2-piece molecular cluster, C6H9NO2 overall.

ORCA input file:
```
! wB97M-V def2-TZVPD RIJCOSX def2/J DEFGRID3
* xyz 0 1
C -0.241 -0.257 1.202
C 0.861 0.451 1.917
C -0.680 -1.299 -1.356
C -0.658 1.040 -0.496
C 0.116 -0.138 -0.825
C 1.446 -0.075 -1.189
O -2.012 -1.042 -1.399
N -0.804 2.164 -0.067
O -0.215 -2.364 -1.657
H -2.452 -1.852 -1.702
H -1.301 2.873 -0.603
H -1.252 -0.005 1.515
H -0.116 -1.335 1.157
H 2.049 0.791 -0.966
H 1.827 -0.814 -1.875
H 0.890 0.132 2.964
H 0.717 1.534 1.905
H 1.826 0.195 1.473
*
```

Results
HOMO-LUMO gap (spin up / spin down) in eV: 6.8754 / 6.8723
HOMO (spin up / spin down) in eV: -6.77 / -6.77

---

## c
DFT (ωB97M-V/def2-TZVPD) results for one molecule with the formula C6H9NO2.

ORCA input file:
```
! wB97M-V def2-TZVPD RIJCOSX def2/J DEFGRID3
* xyz 0 1
C -0.035 -0.352 -0.754
C -2.302 -0.749 -1.371
C 1.369 -0.767 -1.098
C 0.928 1.915 1.624
C 0.398 -0.548 1.874
C 0.388 0.583 1.203
O -0.928 -1.080 -1.482
N -0.485 0.509 0.069
O 0.341 -1.603 2.377
H -2.546 0.125 -1.967
H -2.868 -1.602 -1.749
H -2.545 -0.546 -0.336
H 1.676 -1.590 -0.461
H 2.060 0.062 -0.965
H 1.393 -1.127 -2.126
H 1.238 2.476 0.741
H 1.770 1.795 2.295
H 0.148 2.500 2.125
*
```

Results
HOMO-LUMO gap in eV: 8.7530
HOMO in eV: -7.96
SMILES string: CO/C(C)=N/C(C)=C=O

---

Least stable = a

---

## a
DFT (ωB97M-V/def2-TZVPD) results for one molecule with the formula C6H9NO2.

ORCA input file:
```
! wB97M-V def2-TZVPD RIJCOSX def2/J DEFGRID3
* xyz 0 1
C 0.540 -0.268 0.162
C 0.237 0.124 -1.088
C 1.890 -0.353 0.702
C -0.917 -0.759 0.808
C 1.130 0.427 -2.263
C -1.300 -0.032 2.066
N -1.821 -0.479 -0.354
O 2.311 -0.803 1.742
O -1.018 0.076 -1.365
H 2.660 -0.133 -0.109
H -0.895 -1.861 0.740
H 0.561 1.185 -2.957
H 1.318 -0.575 -2.829
H 2.178 0.926 -2.098
H -1.335 1.100 1.861
H -0.584 -0.442 2.809
H -2.300 -0.362 2.560
H -2.175 -1.408 -0.652
*
```

Results
HOMO-LUMO gap in eV: 9.4319
HOMO in eV: -8.73
SMILES string: CC1=C(C=O)[C@@H](C)NO1

---

## b
DFT (ωB97M-V/def2-TZVPD) results for a 3-piece molecular cluster, C6H9NO2 overall.

ORCA input file:
```
! wB97M-V def2-TZVPD RIJCOSX def2/J DEFGRID3
* xyz 0 1
C -1.643 -1.228 1.667
C 1.590 -0.580 0.854
C -1.731 -0.205 0.561
C -0.232 0.371 -0.851
C 0.776 0.028 -0.194
N -0.934 0.984 -1.797
C 1.940 1.158 -1.691
O -2.745 0.355 0.257
O 1.603 1.925 -2.552
H -1.903 1.178 -1.574
H -0.419 1.636 -2.382
H 3.038 1.007 -1.484
H -1.017 -0.832 2.468
H -1.185 -2.140 1.283
H -2.635 -1.452 2.070
H 1.468 -1.665 0.898
H 2.643 -0.390 0.630
H 1.387 -0.149 1.836
*
```

Results
HOMO-LUMO gap in eV: 7.3830
HOMO in eV: -6.77

---

## c
DFT (ωB97M-V/def2-TZVPD) results for one molecule with the formula C6H9NO2.

ORCA input file:
```
! wB97M-V def2-TZVPD RIJCOSX def2/J DEFGRID3
* xyz 0 1
C 0.244 -1.035 -1.011
C 0.330 1.340 0.050
C 1.071 -0.080 -0.190
N -2.400 -0.214 0.369
C -1.210 -0.510 0.974
C -0.180 -1.279 0.407
C 2.414 -0.114 0.049
O -0.469 1.691 -1.005
O 0.692 2.179 0.851
H -0.591 2.653 -0.903
H -2.327 -0.015 -0.624
H -2.987 0.448 0.861
H -0.482 -0.590 -1.687
H 0.830 -1.856 -1.419
H -1.223 -0.392 2.053
H 0.237 -2.126 0.945
H 2.877 0.162 0.990
H 3.173 -0.263 -0.711
*
```

Results
HOMO-LUMO gap (spin up / spin down) in eV: 6.4378 / 7.8082
HOMO (spin up / spin down) in eV: -6.49 / -7.21

---

## d
DFT (ωB97M-V/def2-TZVPD) results for one molecule with the formula C6H9NO2.

ORCA input file:
```
! wB97M-V def2-TZVPD RIJCOSX def2/J DEFGRID3
* xyz 0 1
C 0.231 -0.457 0.390
C -0.875 1.840 -1.724
C 0.657 0.041 1.780
C 0.400 -1.983 0.278
C -1.215 -0.096 0.189
O -1.355 0.692 -1.018
C 1.046 0.192 -0.677
O -2.165 -0.612 0.738
N 1.961 0.582 -1.290
H -0.171 2.421 -1.127
H -1.733 2.471 -1.973
H -0.439 1.494 -2.665
H 0.029 -0.397 2.564
H 1.445 -2.251 0.469
H -0.257 -2.513 0.975
H 1.706 -0.219 1.962
H 0.576 1.131 1.861
H 0.157 -2.336 -0.731
*
```

Results
HOMO-LUMO gap in eV: 11.4891
HOMO in eV: -10.83
SMILES string: COC(=O)C(C)(C)C#N

---

Least stable = b